(1)
Here is 2 unconnected molecules or ions with the total composition C4H2F4 from the Open Molecules 2025 dataset. Energies are from ωB97M-V with the def2-TZVPD basis set.

```
10
C4H2F4, DFT ωB97M-V with the def2-TZVPD basis set
C -0.04964 1.46394 -0.67589
C 0.19086 0.30645 -0.11467
C -1.13188 -0.53809 1.75311
C -0.57549 2.53638 -1.12347
F -1.02996 0.25028 2.85330
F -2.35772 -0.52946 1.44623
F -0.30796 3.02569 -2.32845
F -1.46208 3.39446 -0.55428
H 1.21691 0.04622 0.11088
H -0.37558 -0.47090 -0.48728
```

Summary:
- Total energy: -15044.97302 eV
- 2S+1: 1
- ΔE to the lowest compared entry with this formula, charge and spin: 71.2 kcal/mol
- F_max: 0.0598 Eh/bohr
- Highest occupied orbital energy: -9.96 eV
- Orbital gap: 9.29 eV

=====

(2)
Here is 2 unconnected molecules or ions with the total composition C15H22N2O2 from the Open Molecules 2025 dataset. Energies are from ωB97M-V with the def2-TZVPD basis set.

```
41
C15H22N2O2, DFT ωB97M-V with the def2-TZVPD basis set
C -4.71233 -1.06459 1.51124
C -3.38760 -1.78444 1.37705
C -2.16477 -0.94949 1.41326
C -0.95355 -1.51431 1.28806
O -3.31593 -3.00362 1.22698
H -4.60200 -0.04939 1.90336
H -5.20253 -1.02298 0.53239
H -5.35474 -1.64477 2.17955
H -2.30818 0.12996 1.52047
H -0.06345 -0.93015 1.48431
H -0.83429 -2.58041 1.08203
C -1.43424 1.34929 -3.09560
C -1.51192 1.56214 -1.60302
N -0.22383 1.51725 -0.90614
C 0.47908 2.81314 -0.73870
C 0.22394 3.47472 0.60107
C 0.40505 0.27866 -0.79319
C 1.37164 0.16001 0.24470
N 2.35965 -0.80965 0.23267
C 2.27925 -1.95776 -0.53829
C 3.23785 -2.94903 -0.41800
C 4.28983 -2.81941 0.49323
C 4.38222 -1.62798 1.22640
C 3.43546 -0.63695 1.08770
O 0.01814 -0.66903 -1.51132
H -2.44622 1.34630 -3.50464
H -0.85794 2.14567 -3.57658
H -0.97248 0.38121 -3.29614
H -1.92566 2.55039 -1.37312
H -2.14605 0.79115 -1.14568
H 1.55955 2.67196 -0.91075
H 0.08923 3.45627 -1.54324
H 0.71806 4.44887 0.60949
H -0.84854 3.62752 0.75013
H 0.61606 2.87967 1.42818
H 1.55751 1.01168 0.89745
H 1.44760 -2.00209 -1.23686
H 3.13023 -3.82142 -1.06427
H 5.00482 -3.62834 0.64191
H 5.19967 -1.45743 1.93038
H 3.46141 0.32738 1.59356
```

Summary:
- Total energy: -22984.82409 eV
- 2S+1: 1
- ΔE to the lowest compared entry with this formula, charge and spin: 78.3 kcal/mol
- F_max: 0.0277 Eh/bohr
- Highest occupied orbital energy: -7.14 eV
- Orbital gap: 7.14 eV

=====

(3)
Here is a molecular structure, C37H104N8O11 from the Open Molecules 2025 dataset. Energies are from ωB97M-V with the def2-TZVPD basis set.

```
160
C37H104N8O11, DFT ωB97M-V with the def2-TZVPD basis set
C 2.75506 2.12734 5.64359
C 2.45034 1.69226 4.16606
O 2.61670 0.32812 4.11174
H 1.96701 1.70042 6.26393
H 2.64405 3.21140 5.61973
H 3.76747 1.87124 5.95589
H 3.17015 2.19217 3.51793
H 1.43291 1.98071 3.90200
H 2.21948 0.02287 3.29280
C 4.32099 1.96124 1.11591
C 4.54797 0.58010 1.77661
O 3.67432 -0.33924 1.17868
H 3.33351 2.32566 1.39909
H 4.29442 1.99899 0.02690
H 5.05844 2.70525 1.41711
H 4.44485 0.64537 2.85975
H 5.58445 0.27593 1.63066
H 3.83612 -1.09546 1.74749
C -0.78134 6.40633 0.93022
C 0.74603 6.39292 0.62977
C 1.32173 4.92127 0.63024
O 2.72765 4.91544 0.59698
C 3.37813 3.68196 0.72616
N 0.92860 7.16992 -0.61637
H -1.13453 7.43540 0.99655
H -0.95806 5.91975 1.88945
H -1.36409 5.82745 0.21370
H 1.22590 6.92376 1.45199
H 0.91484 4.43003 -0.25362
H 0.99631 4.34501 1.49633
H 3.17622 3.21049 1.68795
H 4.44845 3.88676 0.70266
H 3.15958 2.99473 -0.09119
H 1.90278 7.23041 -0.87602
H 0.46297 6.57340 -1.28528
C 2.59998 -2.30010 -0.04619
C 2.19827 -3.48703 0.73803
C 1.44098 -3.21792 2.06803
O 2.29539 -2.53083 2.94707
C 1.65269 -2.21074 4.17376
N 1.38488 -4.30293 -0.08573
H 1.80280 -1.61822 -0.34222
H 3.19918 -2.64635 -0.88830
H 3.28449 -1.69042 0.54359
H 3.09985 -4.05565 0.96590
H 1.06561 -4.12682 2.53825
H 0.52264 -2.63548 1.99399
H 1.16316 -3.06502 4.64136
H 0.89967 -1.47769 3.88449
H 2.34458 -1.79667 4.90720
H 0.76591 -3.71772 -0.62843
H 1.95320 -4.64527 -0.84724
C -0.70338 -0.65546 -2.75123
C 0.51535 -0.58266 -3.69879
C 1.72554 0.06129 -2.92506
O 1.37235 1.37433 -2.43214
C 2.39622 1.98055 -1.64180
N 0.86162 -1.93557 -4.20605
H -0.63893 -1.43924 -1.99648
H -1.59923 -0.98468 -3.27769
H -0.83378 0.24842 -2.15617
H 0.21908 0.05718 -4.53001
H 2.54286 0.20124 -3.63253
H 2.05605 -0.53099 -2.07181
H 2.07335 2.97806 -1.34377
H 3.34157 2.12191 -2.16565
H 2.54514 1.33778 -0.77417
H 0.05930 -2.15948 -4.77721
H 1.59178 -1.85777 -4.89953
C 1.51243 2.19071 1.48477
C 0.92409 0.81275 1.83151
C 0.32339 0.01396 0.58537
O -0.28569 -1.14117 1.10806
C -0.84910 -2.02029 0.11065
N 2.04456 0.06928 2.32647
H 2.23758 2.15580 0.67172
H 2.01677 2.62960 2.34565
H 0.76206 2.91233 1.16181
H 0.23578 0.79557 2.67651
H 1.05508 -0.29263 -0.16211
H -0.39122 0.58883 -0.00367
H -1.63166 -1.58759 -0.51261
H -1.44398 -2.73390 0.68074
H -0.18442 -2.51636 -0.59661
H 1.76788 -0.89887 2.40538
H 2.80820 0.03460 1.66634
C -1.16977 1.88767 -1.12531
C -0.94452 3.41192 -1.05203
C -0.19299 3.98162 -2.30543
O -0.03392 5.41377 -2.02079
C 0.78846 6.01464 -3.00178
N -2.23780 3.95030 -0.81960
H -0.25958 1.34642 -1.38355
H -1.87498 1.59356 -1.90265
H -1.63721 1.50881 -0.21643
H -0.29857 3.51990 -0.18073
H -0.84797 3.74872 -3.14500
H 0.78957 3.52656 -2.43026
H 1.85790 5.84189 -2.88107
H 0.78813 7.10137 -2.91729
H 0.41031 5.83359 -4.00793
H -2.75752 3.79878 -1.67226
H -1.96853 4.92307 -0.78335
C -3.22085 -1.67425 1.91774
C -2.91993 -0.28764 1.44130
C -3.97514 0.75386 2.04927
O -3.77989 2.07902 1.59043
C -4.82052 2.96109 2.01230
N -1.55495 0.13207 1.84676
H -4.23942 -2.02473 1.75108
H -2.98948 -1.82184 2.97264
H -2.58355 -2.42542 1.45115
H -2.78178 -0.22401 0.36196
H -3.93211 0.75277 3.13841
H -4.92031 0.41045 1.62879
H -5.78535 2.67274 1.59510
H -4.65281 3.95007 1.58581
H -4.80444 2.99006 3.10179
H -0.84907 -0.37796 1.33520
H -1.53794 1.03337 1.39127
C -1.38202 -3.14380 -2.16471
C 0.03063 -3.72150 -1.89517
C 0.45769 -4.50078 -3.15453
O 1.69629 -5.19157 -2.91631
C 2.14502 -6.01163 -4.02055
N 1.00981 -2.69438 -1.64746
H -1.74618 -2.61719 -1.28257
H -2.10287 -3.94056 -2.34815
H -1.46516 -2.32942 -2.88442
H 0.02214 -4.33751 -0.99597
H 0.65035 -3.81049 -3.97581
H -0.32188 -5.21340 -3.42385
H 3.01538 -6.61472 -3.76196
H 2.43058 -5.28576 -4.78191
H 1.38039 -6.72612 -4.32540
H 1.95291 -3.05563 -1.66006
H 1.01076 -2.07927 -2.44854
C -4.66618 -3.53513 0.46952
C -4.39550 -3.33975 -0.99991
C -3.29644 -2.27432 -1.29193
O -3.50066 -0.91451 -0.79461
C -4.53321 -0.19764 -1.41942
N -3.93098 -4.64050 -1.46222
H -4.85193 -2.58533 0.97098
H -3.82447 -4.00493 0.97835
H -5.46102 -4.25483 0.66535
H -5.31028 -3.03599 -1.50883
H -3.11229 -2.25579 -2.36610
H -2.36797 -2.57123 -0.80421
H -4.43393 0.78221 -0.95238
H -5.50754 -0.65495 -1.24719
H -4.38189 -0.21181 -2.49877
H -3.30556 -5.04557 -0.78040
H -4.67322 -5.32545 -1.46452
C -1.74675 -4.54624 0.47845
O -2.84075 -5.45638 0.36367
H -1.67552 -4.11798 1.47826
H -0.81373 -5.07742 0.29023
H -1.87945 -3.70497 -0.20181
H -2.70735 -6.21205 0.94054
```

Summary:
- Total energy: -74446.98201 eV
- 2S+1: 1
- ΔE to the lowest compared entry with this formula, charge and spin: 1087.2 kcal/mol
- F_max: 0.3164 Eh/bohr
- Highest occupied orbital energy: -6.29 eV
- Orbital gap: 6.44 eV

=====

(4)
Here is a gas-phase ion, C2H6NO2 (charge +1) from the Open Molecules 2025 dataset. Energies are from ωB97M-V with the def2-TZVPD basis set.

```
11
C2H6NO2, DFT ωB97M-V with the def2-TZVPD basis set
C -0.10739 -1.20874 1.74493
C 0.28208 -0.22817 -0.50806
N -0.57912 1.02169 -0.97595
O -0.34931 -0.37775 0.74260
O 1.55448 -0.25723 -0.90224
H -0.99456 -1.41523 2.33181
H 0.79178 -1.72166 1.81595
H -0.39395 1.43725 -1.97228
H -0.51334 1.77234 -0.29066
H -1.63882 0.81839 -1.04773
H 2.18034 0.44283 -0.63669
```

Summary:
- Total energy: -7744.87497 eV
- Charge: +1
- 2S+1: 1
- ΔE to the lowest compared entry with this formula, charge and spin: 116.0 kcal/mol
- F_max: 0.0520 Eh/bohr
- Highest occupied orbital energy (spin up / spin down): -12.51 / -13.47 eV
- Orbital gap (spin up / spin down): 7.59 / 9.45 eV

=====

(5)
Here is a molecular structure, C25H31Br30ClNO6P from the Open Molecules 2025 dataset. Energies are from ωB97M-V with the def2-TZVPD basis set.

```
95
C25H31Br30ClNO6P, DFT ωB97M-V with the def2-TZVPD basis set
C 5.64350 1.49888 1.17617
C 5.02176 0.02650 1.27396
C 5.27176 -0.75956 -0.09153
C 3.43860 0.20384 1.63707
C 3.20124 -0.60700 2.98941
C 3.30349 -2.18263 2.59283
C 1.77973 -0.36963 3.68786
O 1.02116 0.75870 3.18514
C -0.00849 0.36602 2.30347
C -1.08527 -0.48973 2.65089
N -1.24013 -1.01483 3.99559
C -2.14516 -0.88531 1.56441
O -3.27917 -1.33093 1.90838
C -1.67215 -0.72442 0.00960
C -2.46097 -1.64311 -1.08922
C -1.77112 -3.13729 -1.00256
O -2.28506 -4.17968 -1.42915
Cl -0.12166 -3.29120 -0.19400
C -0.64172 0.16244 -0.34873
P -0.12250 0.40377 -2.16975
O 1.17695 1.52259 -2.24255
O -1.44302 1.31083 -2.82519
C 0.07723 0.95618 0.81509
O 0.74277 1.99775 0.66609
H 5.27135 2.08521 2.07740
H 5.26892 1.94591 0.18843
H 6.78061 1.38054 1.19368
H 5.50907 -0.56027 2.13125
H 4.51608 -0.50795 -0.91543
H 6.28141 -0.38196 -0.50124
H 5.39555 -1.88814 0.02861
H 2.87530 -0.20950 0.73380
H 3.19448 1.31190 1.69465
H 4.03153 -0.36768 3.72871
H 2.75109 -2.27320 1.59477
H 4.40601 -2.50274 2.50063
H 2.80327 -2.84503 3.36907
H 1.22656 -1.36018 3.68437
H 2.00242 -0.13668 4.79126
H -2.21904 -1.21878 4.22532
H -0.80429 -0.38114 4.67349
H -3.52944 -1.72715 -0.73216
H -2.35044 -1.21543 -2.13220
H 2.01714 1.01486 -2.27686
H -1.63871 1.98191 -2.12251
C -4.21081 -4.87582 1.64075
Br -3.23204 -3.38807 0.87101
Br -3.22224 -6.54064 1.51066
Br -4.76176 -4.50585 3.46171
H -5.11820 -4.99786 1.05203
C -2.32343 4.90142 -3.69396
Br -2.50900 4.43858 -1.81962
Br -4.01543 5.42892 -4.47821
Br -0.95164 6.24253 -3.97151
H -1.99847 4.00175 -4.21299
C 3.90070 1.76266 7.20607
Br 4.77607 2.34965 5.57887
Br 2.27631 2.76210 7.55177
Br 3.58076 -0.14942 7.19899
H 4.58290 1.96857 8.02766
C -8.99842 -4.86124 2.44048
Br -8.01747 -3.37553 1.67044
Br -8.00942 -6.52493 2.31270
Br -9.55369 -4.49147 4.26052
H -9.90355 -4.98387 1.85023
C -7.42811 6.49048 -7.18663
Br -6.57191 4.85139 -7.76813
Br -9.32700 6.48960 -7.57571
Br -7.07696 6.86024 -5.31603
H -6.98570 7.30185 -7.76004
C 5.68952 -1.17064 -4.10571
Br 6.55888 -0.56248 -5.72738
Br 4.06002 -0.18172 -3.74928
Br 5.37919 -3.08358 -4.12611
H 6.37133 -0.96712 -3.28264
C -5.56305 1.61954 -1.97764
Br -7.07700 0.53447 -2.51464
Br -6.02995 3.49526 -1.84577
Br -4.75203 0.96591 -0.34118
H -4.81376 1.53176 -2.76206
C -1.06625 -6.77899 -3.95685
Br -0.46196 -5.23221 -4.95631
Br -1.96261 -8.06710 -5.09563
Br 0.37520 -7.59075 -2.94626
H -1.80053 -6.42463 -3.23597
C -1.13072 9.70886 -2.35057
Br -1.31825 9.24511 -0.47665
Br -2.82455 10.23586 -3.13533
Br 0.23970 11.05240 -2.62636
H -0.80400 8.80913 -2.87103
C 8.03130 -3.08882 2.51343
Br 9.06228 -1.44711 2.51898
Br 6.30774 -2.85778 3.37286
Br 7.85087 -3.82077 0.72750
H 8.58656 -3.81629 3.10123
```

Summary:
- Total energy: -2163278.99738 eV
- 2S+1: 1
- F_max: 0.1153 Eh/bohr
- Highest occupied orbital energy: -8.64 eV
- Orbital gap: 6.91 eV

=====

(6)
Here is 4 unconnected molecules or ions with the total composition C5H18N2O3 from the Open Molecules 2025 dataset. Energies are from ωB97M-V with the def2-TZVPD basis set.

```
28
C5H18N2O3, DFT ωB97M-V with the def2-TZVPD basis set
C -2.06186 0.16171 0.07892
C -1.77171 -0.81114 -1.06395
C -0.27015 -1.11075 -1.16980
C 0.37967 -1.51446 -0.08143
N 1.79065 -1.75882 0.04780
C 0.25902 -1.03591 -2.55747
N -1.57974 1.52865 -0.19823
H -3.14376 0.27235 0.21347
H -1.72899 -0.14907 1.06919
H -2.23414 -1.73265 -0.68389
H -2.20181 -0.46543 -1.99823
H -0.14204 -1.63487 0.86197
H 2.13109 -2.14058 -0.82776
H 2.22288 -0.83471 0.17054
H 1.32173 -1.18954 -2.74948
H 0.13636 -0.02933 -2.97584
H -0.39219 -1.68057 -3.16088
H -0.57589 1.50044 -0.35795
H -1.98850 1.86180 -1.06385
H 0.65202 -0.08607 3.64727
H 1.04607 -0.84116 2.41126
O 1.01117 0.06069 2.76348
H -0.05104 2.55620 2.33018
H -1.17393 2.94172 1.30331
O -0.35725 3.24098 1.73193
H 2.56580 1.62938 0.68120
H 3.14025 0.42470 1.22467
O 3.01631 0.83641 0.35355
```

Summary:
- Total energy: -14598.94969 eV
- SMILES: C/C(=C\N)CCN.O.O.O
- 2S+1: 1
- ΔE to the lowest compared entry with this formula, charge and spin: 22.3 kcal/mol
- F_max: 0.0451 Eh/bohr
- Highest occupied orbital energy: -8.63 eV
- Orbital gap: 9.09 eV